A structure of composition C3H2ErO3 at a distorted geometry. Source: the Open Molecules 2025 dataset; level of theory: ωB97M-V with the def2-TZVPD basis set.

Computed properties:
molecular weight: 253.306 g mol⁻¹
net charge: +3
Kohn-Sham gap (alpha / beta): 0.3846 / 0.1946 hartree
max |F|: 0.1284 hartree/bohr
HOMO (alpha / beta): -23.736 / -21.369 eV
energy above the lowest of the compared OMol25 structures with the same formula, charge and spin: 0.000 eV
spin multiplicity: 4
electronic energy: -36868.8908 eV

Last column: natural (NBO) charge in e.
CARTESIAN COORDINATES (ANGSTROEM)
1 C 0.7438 0.1551 -0.2541  0.281
2 C -0.4173 -0.5680 -0.1959  0.249
3 O -1.6256 0.2276 -0.4844  -0.346
4 C -2.1687 0.3849 0.5878  1.097
5 O -2.8030 0.7742 1.4553  -0.141
6 O 1.8910 -0.4063 -0.2337  -0.647
7 H 0.6707 1.2529 -0.2621  0.228
8 H -0.5710 -1.6395 -0.2915  0.296
9 Er 4.2801 -0.1810 -0.3214  1.982

Forces on atoms 1 to 3 (eV/Å):
3.5 1.0 0.3
-1.3 -1.4 -1.6
2.2 -1.6 -0.5